A molecular structure, C30H37BrN2O6PRbS2. Source: OMol25; level of theory: ωB97M-V with the def2-TZVPD basis set.

Computed properties:
Energy above the lowest of the compared OMol25 structures with the same formula, charge and spin, eV: 0.933
LUMO energy, eV: 3.94
HOMO energy, eV: -1.81
Frontier orbital gap, eV: 5.75
Strongest force on any atom, eV/Å: 0.7

Geometry as ORCA input:
```
! wB97M-V def2-TZVPD RIJCOSX def2/J DEFGRID3
* xyz -2 1
Rb 0.281 -0.227 -0.144
Br 0.391 -4.437 1.014
S -2.693 -1.344 -1.554
S -1.214 -0.247 5.146
P 0.166 -0.550 -3.736
O -0.646 3.522 -1.825
O 0.797 1.802 -1.722
O -3.847 -1.265 -2.495
O -1.292 1.620 0.797
O 1.951 1.926 1.328
O -1.739 2.939 2.552
N -3.221 0.738 6.561
N -2.948 1.668 4.482
C -4.413 -1.332 2.678
C 0.186 3.457 1.306
C 1.279 2.840 2.207
C -2.634 -1.924 1.157
C 2.375 3.877 2.499
C 2.302 2.898 0.325
C 0.285 2.883 -1.313
C 2.202 -4.786 0.511
C -4.962 -1.276 4.077
C -1.078 0.685 -4.257
C -2.012 -3.006 -1.638
C -0.074 -1.830 -5.045
C -5.143 -0.847 1.600
C 0.951 3.521 -0.059
C 2.330 -2.575 -0.655
C 4.787 -5.456 -0.175
C 4.041 -6.324 0.569
C -1.079 2.600 1.521
C 2.718 -5.984 0.918
C 3.178 -1.784 -1.419
C 5.038 -3.326 -1.374
C -2.501 0.800 5.372
C 1.707 0.226 -4.354
C 3.127 3.902 1.146
C 4.500 -2.134 -1.775
C -3.152 -1.874 2.438
C -3.384 -1.436 0.092
C 4.254 -4.213 -0.600
C 2.917 -3.824 -0.260
C -4.636 -0.894 0.308
H -1.091 -3.045 -1.054
H -3.762 2.214 4.714
H 4.153 3.547 1.259
H -3.614 1.610 6.883
H 2.531 -0.486 -4.278
H -5.681 -2.082 4.255
H -0.956 0.978 -5.305
H -1.642 -2.333 1.004
H 0.898 2.306 3.074
H -6.118 -0.404 1.774
H 5.806 -5.705 -0.455
H 1.908 1.079 -3.704
H -2.553 -2.221 3.270
H -1.057 -2.293 -4.937
H -5.190 -0.507 -0.537
H 1.082 4.577 -0.309
H -0.971 1.558 -3.607
H -2.437 1.966 3.604
H 5.094 -1.446 -2.372
H 2.109 -6.662 1.501
H 1.608 0.558 -5.393
H 6.053 -3.611 -1.634
H 0.683 -2.609 -4.930
H -2.079 0.269 -4.114
H 2.837 -0.815 -1.792
H -2.729 0.220 7.270
H -0.064 4.458 1.656
H 1.954 4.843 2.780
H -4.161 -1.368 4.810
H 4.451 -7.274 0.894
H 3.155 4.890 0.682
H 3.022 3.537 3.309
H 2.808 2.400 -0.496
H -0.004 -1.411 -6.056
H -1.744 -3.160 -2.683
H -2.731 -3.754 -1.305
H -5.473 -0.328 4.261
*
```

***

A gas-phase ion, C30H37F4N2OS2 (charge +1) in a non-equilibrium geometry. Source: OMol25; level of theory: ωB97M-V with the def2-TZVPD basis set.

Computed properties:
SMILES string: CCN(CC)C(=S)SCCCc1c2c(F)cc(CCC(F)(F)F)cc2cc[n+]1C[C@H](C)OCc1ccccc1
LUMO energy, eV: -3.95
HOMO energy, eV: -10.96
Frontier orbital gap, eV: 7.02
Strongest force on any atom, eV/Å: 1.5

Geometry as ORCA input:
```
! wB97M-V def2-TZVPD RIJCOSX def2/J DEFGRID3
* xyz 1 1
S 2.758 -0.254 2.309
S 0.535 1.194 0.998
F -7.537 0.828 2.445
F -8.908 2.285 1.647
F -3.332 -0.872 1.366
F -7.581 1.222 0.330
O 2.385 -1.931 -2.191
N -0.841 -0.159 -2.012
N 2.722 2.407 1.858
C 1.771 -4.643 -1.486
C 2.279 0.466 -2.297
C -1.235 -1.701 -0.152
C -1.547 -0.459 -0.917
C 3.967 2.464 2.643
C -3.481 0.192 0.566
C 4.094 2.743 -0.247
C 4.097 -4.857 -1.020
C 3.979 -6.237 -1.102
C -2.075 1.841 -2.414
C -2.891 1.583 -1.285
C 1.601 -0.816 -1.850
C -6.632 2.909 1.734
C -4.492 1.047 0.883
C -0.275 -1.507 1.049
C 3.096 -2.540 -1.124
C 2.995 -4.041 -1.223
C 2.826 3.092 0.553
C 0.250 -1.009 -2.546
C -7.662 1.801 1.533
C 3.694 2.361 4.142
C -1.094 0.975 -2.741
C -3.930 2.456 -0.940
C -2.612 0.412 -0.539
C -0.336 -0.178 1.796
C 2.143 1.169 1.780
C -5.823 3.205 0.473
C -4.739 2.210 0.138
C 2.763 -6.835 -1.390
C 1.653 -6.016 -1.568
H 0.373 -0.744 -3.591
H -0.763 -2.416 -0.818
H 3.121 0.642 -1.629
H -2.262 2.716 -3.010
H 4.372 3.014 4.682
H 4.394 1.710 -0.109
H -7.125 3.799 2.101
H 2.682 0.373 -3.301
H -2.139 -2.188 0.171
H 0.140 -0.334 2.759
H 2.702 -2.249 -0.148
H -0.522 -2.279 1.775
H 2.837 4.160 0.754
H -0.482 1.161 -3.605
H 4.896 3.417 0.032
H 2.673 -7.904 -1.479
H 0.872 -4.061 -1.642
H 2.693 2.741 4.329
H 4.153 -2.270 -1.141
H 4.375 3.456 2.462
H 1.436 -0.714 -0.781
H -5.292 4.133 0.682
H 0.705 -6.487 -1.784
H 0.756 -1.690 0.777
H 4.845 -6.863 -0.943
H -5.970 2.577 2.527
H 3.763 1.352 4.528
H -5.103 0.803 1.736
H -6.473 3.352 -0.382
H 4.714 1.754 2.296
H -4.075 3.339 -1.547
H -1.333 0.188 2.006
H 3.889 2.941 -1.295
H 1.613 1.320 -2.176
H -0.069 -2.043 -2.553
H 5.064 -4.421 -0.810
H 1.956 2.908 -0.070
*
```

***

A molecular structure, C30H37N7S2Ti in a non-equilibrium geometry. Source: OMol25; level of theory: ωB97M-V with the def2-TZVPD basis set.

Computed properties:
Energy above the lowest of the compared OMol25 structures with the same formula, charge and spin, eV: 1.341
LUMO energy (alpha / beta), eV: -0.56 / -0.56
HOMO energy (alpha / beta), eV: -3.87 / -5.66
Frontier orbital gap (alpha / beta), eV: 3.31 / 5.10
Strongest force on any atom, eV/Å: 2.2

Geometry as ORCA input:
```
! wB97M-V def2-TZVPD RIJCOSX def2/J DEFGRID3
* xyz 0 3
Ti -0.370 -0.681 -0.479
S 0.218 0.902 1.268
S 0.168 -2.497 1.141
N 4.258 -0.875 4.197
N 1.839 0.543 -1.983
N -1.427 -2.027 -1.571
N -1.093 0.635 -1.757
N -2.729 -1.700 -1.752
N 1.325 -0.631 -1.479
N 2.711 -0.877 2.249
C -2.515 -3.728 -2.557
C 3.550 -2.053 2.160
C 3.210 0.483 -2.005
C 2.835 -0.967 4.700
C -2.428 0.746 -1.382
C 3.509 0.332 2.189
C -3.402 -2.701 -2.346
C 1.020 3.535 -4.021
C -1.298 -3.253 -2.051
C -2.424 0.662 2.155
C -1.045 2.588 -3.228
C 3.582 -0.761 -1.557
C -1.210 -0.094 1.639
C -1.249 -1.473 1.497
C 1.788 4.584 -4.786
C -0.399 1.592 -2.485
C 2.396 -1.436 -1.260
C -0.366 3.543 -3.962
C 1.677 2.517 -3.346
C -4.371 1.979 -0.579
C -3.050 1.939 -0.986
C -5.153 0.832 -0.521
C 4.573 -2.071 3.328
C -3.239 -0.423 -1.316
C 1.898 -0.913 3.463
C -4.551 -0.365 -0.887
C 4.447 0.410 3.422
C 1.016 1.558 -2.583
C -2.517 -2.249 1.778
C -6.585 0.862 -0.047
H 5.606 -1.960 3.003
H 2.753 2.463 -3.445
H 1.243 4.901 -5.677
H 2.764 4.211 -5.104
H 4.084 0.328 1.262
H 2.763 -1.900 5.256
H -0.927 4.295 -4.510
H -2.656 -3.021 1.019
H 4.592 -1.133 -1.478
H -2.127 2.594 -3.230
H 2.832 1.184 2.166
H 4.191 1.220 4.101
H 5.504 0.476 3.169
H -0.337 -3.734 -2.001
H -3.298 0.538 1.513
H -4.446 -2.599 -2.596
H 2.235 -2.427 -0.878
H -2.718 -4.683 -3.013
H -6.921 1.887 0.112
H -6.707 0.324 0.896
H -4.797 2.928 -0.267
H 2.690 -0.135 5.388
H -7.257 0.400 -0.774
H -2.458 2.844 -0.987
H -5.121 -1.287 -0.824
H 1.263 -0.031 3.473
H -2.697 0.307 3.154
H -2.431 -2.761 2.740
H 1.252 -1.786 3.406
H 3.818 1.309 -2.322
H -3.408 -1.618 1.804
H 4.076 -2.044 1.204
H 1.961 5.476 -4.176
H 4.890 -0.874 4.991
H -2.201 1.722 2.213
H 2.904 -2.930 2.189
H 4.491 -2.951 3.963
*
```

***

2 unconnected molecules or ions with the total composition C30H37O2Si in a non-equilibrium geometry. Source: OMol25; level of theory: ωB97M-V with the def2-TZVPD basis set.

Computed properties:
Energy above the lowest of the compared OMol25 structures with the same formula, charge and spin, eV: 0.000
LUMO energy, eV: -5.61
HOMO energy, eV: -10.39
Frontier orbital gap, eV: 4.78
Strongest force on any atom, eV/Å: 1.7

Geometry as ORCA input:
```
! wB97M-V def2-TZVPD RIJCOSX def2/J DEFGRID3
* xyz 1 1
Si 2.185 4.122 0.998
O 0.819 4.330 0.030
O 0.150 -4.215 2.981
C 0.049 -3.480 1.775
C -0.858 -0.854 -5.419
C -0.300 -0.676 -4.179
C -2.162 -2.169 -7.079
C -0.812 -3.212 -0.458
C 0.787 -1.624 0.425
C 0.130 -1.381 -1.894
C -0.431 4.141 0.608
C -0.402 -1.667 -3.183
C 1.041 -5.323 3.003
C 2.268 -5.218 3.660
C -2.382 2.613 1.066
C -1.609 -3.033 -4.786
C 0.746 -6.511 2.334
C 2.867 -7.417 2.951
C -1.547 -2.017 -5.735
C 3.172 -6.252 3.631
C -1.083 2.979 0.437
C 0.025 -2.086 -0.679
C 1.648 -7.548 2.313
C 2.224 5.398 2.367
C -0.988 5.273 1.412
C -0.770 -3.907 0.716
C -3.513 4.885 1.391
C 0.794 -2.301 1.608
C 2.189 2.405 1.745
C -2.357 5.777 0.941
C 3.709 4.333 -0.065
C -3.549 3.532 0.685
C -1.024 -2.877 -3.552
H -4.502 3.032 0.909
H -2.822 -1.328 -7.304
H 1.371 -0.726 0.313
H -0.209 -6.608 1.853
H 3.725 3.583 -0.851
H 3.067 2.286 2.374
H -0.260 6.090 1.363
H -0.766 -0.086 -6.169
H -1.387 -2.203 -7.847
H 3.148 5.301 2.931
H 3.576 -8.228 2.932
H 4.603 4.226 0.542
H 1.300 2.251 2.351
H -3.446 4.727 2.475
H 2.212 1.654 0.961
H -1.557 -3.474 -1.186
H -2.524 6.799 1.311
H -3.552 3.683 -0.402
H 0.700 -0.467 -1.838
H 0.226 0.236 -3.953
H 1.378 -1.947 2.439
H 2.173 6.399 1.948
H 2.486 -4.306 4.183
H -1.037 4.982 2.466
H -2.260 2.607 2.156
H -0.592 2.249 -0.183
H -2.125 -3.946 -5.033
H -0.969 -3.724 -2.897
H 4.111 -6.161 4.155
H -2.749 -3.086 -7.140
H -4.468 5.408 1.239
H -1.373 -4.784 0.865
H -2.358 5.864 -0.152
H 1.397 -8.472 1.817
H 1.388 5.257 3.045
H 3.710 5.318 -0.523
H -2.630 1.575 0.802
*
```

***

C30H38Cl2INO7S2 in the gas phase in a non-equilibrium geometry. Source: OMol25; level of theory: ωB97M-V with the def2-TZVPD basis set.

Computed properties:
SMILES string: CCc1c(CC(=O)OC(C)=O)c(CCCCl)c2c(c1CCO)Sc1cc(CCCCS(=O)(=O)O)cc(I)c1N2C[C@@H](C)Cl
LUMO energy, eV: 0.35
HOMO energy, eV: -8.16
Frontier orbital gap, eV: 8.52
Strongest force on any atom, eV/Å: 1.7

Geometry as ORCA input:
```
! wB97M-V def2-TZVPD RIJCOSX def2/J DEFGRID3
* xyz 0 1
I 1.231 4.453 -0.700
Cl 4.853 3.009 3.222
Cl -1.682 3.984 1.877
S -6.157 1.515 -0.409
S -1.822 -0.468 -0.301
O 5.626 -3.866 -2.942
O -3.091 -3.791 0.069
O 6.060 -2.379 -0.116
O -7.430 1.663 0.539
O -6.454 0.552 -1.422
O 4.332 -2.893 -1.407
O -5.020 1.225 0.416
N 0.355 1.496 0.527
C 0.893 3.592 2.793
C 0.275 -2.237 -0.102
C 3.304 0.854 2.527
C -2.282 2.803 -2.589
C -1.199 3.575 -2.170
C -0.124 -0.900 0.012
C 3.977 -1.873 0.840
C 1.601 -2.592 0.176
C 2.063 -4.035 0.126
C -0.335 3.142 -1.174
C -0.512 1.904 -0.547
C 2.096 -0.238 0.622
C -0.785 -3.236 -0.547
C -6.020 3.129 -1.136
C -0.391 1.553 1.837
C 0.763 0.110 0.373
C -5.513 3.026 -2.588
C 3.060 0.874 1.005
C -1.782 -3.550 0.583
C -2.441 1.549 -2.009
C -4.404 4.046 -2.909
C 4.879 -2.392 -0.257
C 1.211 -5.064 0.896
C 4.717 1.265 2.942
C 5.090 -3.961 -1.906
C 5.176 -5.209 -1.088
C 2.516 -1.575 0.518
C -1.569 1.130 -1.010
C -0.435 2.880 2.580
C -3.226 3.343 -3.625
H 1.226 3.533 3.827
H 2.704 1.825 0.630
H -1.420 1.219 1.715
H 1.879 -5.829 1.285
H -0.830 2.638 3.562
H -0.309 -4.135 -0.918
H -3.565 2.572 -4.311
H 5.280 -5.020 -0.023
H -6.351 3.150 -3.263
H 1.672 3.167 2.172
H 0.564 -5.593 0.204
H -2.998 -4.095 -0.836
H 4.302 -5.841 -1.233
H 2.225 -4.343 -0.903
H -1.466 -4.460 1.088
H 3.042 -4.071 0.584
H 6.042 -5.764 -1.424
H 0.097 0.844 2.503
H 3.992 -2.642 1.616
H 2.559 1.429 3.063
H -7.206 1.162 1.339
H -1.047 4.539 -2.634
H -7.026 3.542 -1.142
H 4.984 0.710 3.835
H 3.994 0.663 0.490
H 0.638 -4.621 1.699
H 5.413 0.942 2.173
H -5.081 2.040 -2.700
H -1.313 -2.750 -1.365
H -3.246 0.897 -2.317
H -3.995 4.462 -1.990
H -4.774 4.881 -3.497
H 4.502 -1.029 1.251
H 0.835 4.641 2.533
H -5.399 3.737 -0.487
H -1.828 -2.731 1.294
H 3.193 -0.181 2.854
H -2.692 4.098 -4.200
*
```

***

A molecular structure, C30H38CrGe2IN2O2 in a non-equilibrium geometry. Source: OMol25; level of theory: ωB97M-V with the def2-TZVPD basis set.

Computed properties:
LUMO energy (alpha / beta), eV: -5.78 / -9.89
HOMO energy (alpha / beta), eV: -12.95 / -13.11
Frontier orbital gap (alpha / beta), eV: 7.16 / 3.23
Strongest force on any atom, eV/Å: 4.5

Geometry as ORCA input:
```
! wB97M-V def2-TZVPD RIJCOSX def2/J DEFGRID3
* xyz 2 4
I 3.580 -1.764 0.979
Ge 1.028 0.955 -1.436
Ge -1.078 -0.653 -2.006
Cr 0.785 -1.084 0.579
O -1.417 -1.856 5.590
O 0.045 -2.792 0.538
N -2.870 -4.330 1.772
N 1.098 -1.256 2.658
C -2.795 -3.899 3.128
C -3.808 -0.787 -1.458
C 2.935 1.147 4.669
C 3.358 -0.485 2.561
C -0.557 3.751 -4.213
C 0.410 -2.129 3.344
C 0.909 5.643 -2.615
C -2.545 -0.649 -0.712
C -1.902 -3.933 0.996
C -0.396 1.438 1.115
C -1.147 1.059 -2.948
C 0.657 5.920 -3.955
C -0.868 -3.122 1.425
C 1.032 1.337 0.525
C -0.754 -2.805 2.820
C 1.923 0.343 4.305
C -0.251 1.970 -2.460
C -0.860 -2.133 -3.263
C -1.664 -3.322 3.715
C 2.098 -0.547 3.262
C 4.439 0.158 3.040
C 2.870 1.367 -2.323
C -1.810 -2.034 -4.479
C -1.557 -3.209 5.215
C -0.114 4.976 -4.744
C 0.630 4.325 -2.188
C -2.118 -4.301 -0.493
C 4.185 1.112 4.025
C -0.182 3.455 -2.911
C 3.523 2.406 -1.400
H 0.938 6.850 -4.357
H -1.674 -3.816 -1.342
H 1.063 3.893 -1.280
H 3.265 3.388 -1.680
H -2.851 -2.049 -4.176
H -1.732 -2.850 -5.158
H -0.931 0.521 0.959
H 1.503 6.341 -1.994
H -3.864 -4.080 3.707
H -0.664 -3.559 5.725
H -2.407 -3.785 5.573
H -1.973 1.327 -3.676
H 5.418 0.001 2.704
H -3.185 -4.127 -0.676
H 4.584 2.405 -1.601
H -3.907 -0.278 -2.462
H -0.205 1.680 2.197
H -0.996 -3.112 -2.693
H 0.976 0.299 4.764
H 0.218 -2.205 -3.714
H -1.125 3.124 -4.923
H 0.743 -2.258 4.322
H 5.054 1.751 4.278
H -4.454 -0.170 -0.785
H -1.556 -1.137 -5.181
H -2.101 -5.427 -0.641
H -0.898 2.288 0.732
H -2.519 -1.316 0.082
H -2.161 -1.299 5.306
H -4.145 -1.806 -1.617
H -0.317 5.199 -5.779
H -2.460 0.339 -0.258
H 3.443 2.272 -0.345
H 2.787 1.748 5.559
H 2.686 1.831 -3.297
H 1.388 2.363 0.354
H 1.811 0.919 1.206
H 3.436 0.462 -2.492
*
```

***

Calculated E_tot in order - -148635.6359, -69273.2838, -86925.3588, -43677.3499, -102365.4325, -188333.6388 eV